{
  "formula": "C17H41N2O4",
  "method": "ωB97M-V with the def2-TZVPD basis set",
  "species": ["C", "C", "C", "C", "C", "H", "H", "H", "H", "H", "H", "H", "H", "H", "H", "H", "C", "O", "C", "C", "N", "C", "C", "O", "C", "H", "H", "H", "H", "H", "H", "H", "H", "H", "H", "H", "H", "H", "H", "H", "C", "O", "C", "C", "N", "C", "C", "O", "C", "H", "H", "H", "H", "H", "H", "H", "H", "H", "H", "H", "H", "H", "H", "H"],
  "positions_angstrom": [[2.73336, -0.73948, -4.40460], [1.88416, -1.66044, -3.50696], [2.28092, -1.60181, -2.03688], [2.22502, -0.23658, -1.30380], [3.45337, 0.67568, -1.51803], [2.40913, 0.31720, -4.35955], [2.70630, -1.03615, -5.45458], [3.78030, -0.75313, -4.09335], [0.85002, -1.28706, -3.54131], [3.27565, -2.03236, -1.85646], [1.57111, -2.24207, -1.51533], [2.19010, -0.45512, -0.22322], [1.29252, 0.28437, -1.52191], [4.27489, 0.04877, -1.85515], [3.72237, 1.22642, -0.62051], [3.24405, 1.36705, -2.33086], [1.23871, -4.57159, 0.13284], [0.13135, -3.75476, -0.18506], [-0.92581, -4.43808, -0.83810], [-2.14809, -4.50100, 0.05391], [-1.92422, -5.36541, 1.20837], [-2.96138, -5.29007, 2.22970], [-3.16607, -3.95742, 2.94487], [-2.08347, -3.56991, 3.76897], [-1.04941, -2.84832, 3.11630], [2.04131, -3.91789, 0.47001], [1.00597, -5.28502, 0.93533], [1.58726, -5.11994, -0.74629], [-0.61302, -5.43784, -1.15147], [-1.17385, -3.86823, -1.73768], [-2.99516, -4.88932, -0.52051], [-2.38532, -3.46938, 0.34615], [-1.03634, -5.12262, 1.62843], [-2.72791, -6.03972, 2.99102], [-3.91360, -5.58508, 1.77535], [-4.02348, -4.07425, 3.61484], [-3.41809, -3.14940, 2.24829], [-1.43409, -2.23988, 2.29511], [-0.26978, -3.51126, 2.73403], [-0.59306, -2.18844, 3.85467], [-2.38785, 6.04834, -1.16570], [-1.83057, 6.26953, 0.11521], [-2.29899, 5.37689, 1.11940], [-1.19867, 4.44809, 1.58643], [-0.83327, 3.49789, 0.54729], [0.33754, 2.67528, 0.85174], [1.67901, 3.37779, 1.01827], [2.18001, 3.95501, -0.17091], [1.72651, 5.26092, -0.45597], [-2.04798, 6.85659, -1.81131], [-2.06100, 5.09713, -1.59748], [-3.48161, 6.06485, -1.12919], [-3.15709, 4.80337, 0.75730], [-2.63114, 5.98483, 1.96679], [-1.55578, 3.89319, 2.45973], [-0.35306, 5.07232, 1.90900], [-0.66169, 3.99941, -0.31409], [0.44914, 1.95363, 0.04011], [0.12682, 2.10110, 1.75971], [2.40376, 2.61107, 1.30345], [1.67303, 4.12087, 1.82709], [1.52710, 5.83204, 0.45572], [0.82767, 5.25314, -1.08013], [2.51239, 5.76623, -1.01900]],
  "atomic_forces_ev_per_a": [[-0.4387, -0.2035, 0.4399], [0.3982, 0.0168, -0.0109], [-0.5697, 0.2607, -0.4751], [0.6562, -0.1539, 0.8459], [-0.7705, -0.3514, -0.5809], [0.1641, 0.2498, -0.1291], [-0.0130, 0.0208, -0.1459], [0.2122, -0.0594, -0.0405], [-0.2047, -0.0988, -0.1146], [0.1736, 0.0260, -0.0065], [-0.0265, -0.1581, 0.1954], [-0.1071, -0.0210, 0.0842], [-0.0945, 0.0420, -0.2406], [0.3139, 0.0393, 0.1729], [0.1267, 0.1449, 0.0379], [0.1738, 0.2471, -0.0049], [0.0276, 0.1249, -0.0480], [-0.0452, -0.2818, 0.2911], [-0.0833, 0.2359, -0.1962], [0.1007, -0.0347, 0.1216], [-0.0878, 0.1081, 0.0308], [0.1495, -0.0851, -0.0360], [-0.1727, -0.0280, 0.0828], [0.0539, 0.0498, -0.0684], [0.0353, -0.0405, 0.1683], [-0.0246, 0.0554, -0.0439], [-0.0016, -0.0611, -0.0456], [0.0288, -0.0002, -0.0049], [-0.0029, -0.0425, 0.0681], [0.0566, -0.0210, -0.0219], [-0.0146, -0.0104, 0.0129], [-0.0563, 0.0304, -0.0847], [0.0453, -0.0154, -0.0380], [-0.0353, 0.0092, 0.0153], [-0.0222, 0.0298, -0.0142], [0.0117, 0.0073, 0.0071], [0.0722, -0.0144, -0.0550], [0.0014, -0.0271, -0.0523], [-0.0154, 0.0395, -0.1134], [-0.0346, -0.0033, 0.0180], [0.0855, 0.0468, 0.0610], [-0.0521, -0.0563, -0.1141], [0.0109, 0.0687, 0.1723], [0.0919, -0.0490, -0.2119], [0.0470, 0.1189, 0.1125], [-0.1495, -0.0346, -0.1917], [0.1158, -0.2042, 0.1179], [-0.0370, 0.1719, 0.0369], [0.1187, -0.1079, -0.1229], [0.0183, 0.0103, 0.0228], [-0.0719, -0.0323, 0.0017], [-0.0202, -0.0274, -0.0227], [0.0297, -0.0484, -0.0475], [-0.0144, 0.0056, -0.0175], [0.0217, -0.0082, 0.0215], [-0.0353, 0.0341, 0.0955], [-0.0029, -0.0147, -0.0310], [0.0210, -0.0390, 0.0423], [0.0158, 0.0161, 0.0291], [0.0173, 0.0030, -0.0315], [-0.0906, 0.0671, -0.0448], [-0.0510, 0.0024, 0.0190], [-0.0623, 0.0649, 0.0683], [0.0131, -0.0138, 0.0138]],
  "nbo_charge": [-0.6444, -0.7060, -0.4347, -0.4161, -0.6182, 0.1273, 0.1743, 0.1658, 0.1147, 0.1512, 0.1947, 0.1536, 0.1765, 0.1985, 0.1799, 0.2022, -0.2466, -0.5543, -0.0736, -0.2411, -0.6284, -0.2432, -0.0810, -0.5529, -0.2477, 0.1999, 0.1413, 0.1829, 0.1724, 0.2010, 0.1842, 0.1654, 0.3557, 0.1951, 0.1832, 0.1789, 0.1633, 0.1778, 0.1686, 0.1820, -0.2454, -0.5572, -0.0670, -0.2403, -0.6250, -0.2559, -0.0815, -0.5374, -0.2417, 0.1892, 0.1701, 0.1643, 0.1748, 0.1756, 0.1887, 0.1645, 0.3527, 0.2295, 0.1851, 0.1978, 0.1504, 0.1626, 0.1585, 0.1849],
  "e_lumo_ha": 0.092,
  "charge": -1,
  "molar_mass_g_mol": 337.52,
  "homo_lumo_gap_ha": 0.1155
}



{
  "formula": "C17H41N2OP2Sn",
  "method": "ωB97M-V with the def2-TZVPD basis set",
  "species": ["Sn", "P", "P", "N", "C", "H", "H", "C", "H", "H", "C", "H", "H", "C", "H", "H", "C", "C", "H", "H", "H", "C", "C", "H", "H", "H", "C", "C", "H", "H", "H", "C", "C", "H", "H", "H", "C", "C", "H", "H", "H", "C", "H", "H", "H", "C", "H", "H", "H", "C", "H", "H", "H", "H", "H", "H", "H", "O", "H", "H", "N", "H", "H", "H"],
  "positions_angstrom": [[0.08355, 0.01777, -0.18547], [0.14884, -2.36262, -0.40280], [0.14887, 2.40520, -0.10403], [1.86580, 0.06406, -0.93630], [1.78423, -2.35441, -1.22426], [2.29702, -3.30812, -1.03235], [1.59946, -2.26924, -2.30417], [2.63276, -1.16531, -0.76319], [2.95865, -1.30800, 0.28887], [3.53783, -1.07663, -1.36625], [2.63290, 1.26350, -0.61090], [3.53774, 1.25065, -1.22020], [2.95861, 1.27317, 0.45087], [1.78427, 2.50073, -0.91931], [1.59935, 2.55136, -2.00164], [2.29694, 3.42306, -0.60996], [0.36219, 3.10541, 1.58508], [-0.76937, 2.76917, 2.56255], [-0.48681, 3.11142, 3.57140], [-0.96250, 1.68983, 2.62360], [-1.70744, 3.26366, 2.29091], [-1.06516, 3.21971, -1.15305], [-2.45022, 3.32057, -0.49746], [-3.18469, 3.66577, -1.24444], [-2.45395, 4.04577, 0.32395], [-2.79608, 2.35431, -0.11248], [-1.06447, -3.03680, -1.54598], [-2.45048, -3.22071, -0.90777], [-3.18471, -3.46968, -1.69244], [-2.79607, -2.30997, -0.40525], [-2.45384, -4.04283, -0.18376], [0.36219, -3.26740, 1.18491], [-0.76938, -3.05615, 2.19678], [-0.48681, -3.52189, 3.15491], [-1.70738, -3.51279, 1.86548], [-0.96251, -1.99286, 2.39244], [-1.84724, -0.03340, 0.62805], [-0.57235, 4.59034, -1.66723], [-0.54141, 5.33804, -0.86809], [0.41445, 4.53022, -2.12906], [-1.27544, 4.95527, -2.43025], [-0.57224, -4.33459, -2.22742], [-1.27557, -4.60061, -3.03022], [0.41457, -4.21664, -2.67824], [-0.54147, -5.17574, -1.52801], [0.62602, -4.75897, 0.93113], [0.96516, -5.22692, 1.87286], [-0.28749, -5.28435, 0.62585], [1.40215, -4.93711, 0.18198], [0.62609, 4.61705, 1.51984], [-0.28749, 5.17634, 1.28247], [0.96511, 4.96350, 2.51248], [1.40215, 4.88740, 0.79866], [1.28484, 2.61284, 1.94153], [1.28479, -2.82326, 1.60017], [-1.14161, 2.54838, -2.02187], [-1.14174, -2.26431, -2.32381], [-2.93530, -0.06699, 1.16168], [-0.46047, -0.08671, -3.11063], [-1.10867, 0.09323, -2.82111], [0.82667, -0.11837, 1.98116], [0.09535, -0.15967, 2.64628], [1.42125, 0.67320, 2.09135], [1.42055, -0.91791, 1.99211]],
  "atomic_forces_ev_per_a": [[2.0963, -0.0246, -0.2132], [0.5800, -2.2631, -0.5963], [0.5870, 2.3691, -0.3053], [2.0361, 0.0305, 0.0469], [0.1628, -0.0654, -0.1580], [-0.1876, 0.2448, -0.0916], [0.0594, -0.0689, 0.2002], [-0.0230, 0.0593, -0.0855], [0.0229, 0.0385, -0.2836], [0.0652, -0.3268, 0.0106], [-0.0405, -0.0766, -0.0892], [0.0698, 0.3235, 0.0465], [0.0228, -0.0023, -0.2899], [0.1635, 0.0873, -0.1692], [0.0567, 0.0363, 0.2141], [-0.1890, -0.2319, -0.1128], [0.0215, -0.1672, 0.2675], [-0.0515, 0.0430, 0.1607], [-0.1368, -0.1272, -0.3627], [-0.0700, 0.1706, 0.0680], [0.1913, -0.0893, 0.0849], [-0.5369, 0.6051, -0.5244], [-0.1461, 0.0923, -0.0960], [0.3142, -0.1620, 0.2937], [-0.0076, -0.1413, -0.1681], [-0.0927, 0.1601, -0.0210], [-0.5630, -0.6238, -0.5853], [-0.1188, -0.0602, -0.1237], [0.3171, 0.1248, 0.3141], [-0.0991, -0.1569, -0.0387], [-0.0078, 0.1551, -0.1443], [0.0225, 0.1152, 0.2901], [-0.0505, -0.0593, 0.1543], [-0.1365, 0.1714, -0.3442], [0.1896, 0.0775, 0.0953], [-0.0699, -0.1787, 0.0453], [-12.8781, -0.3935, 6.2345], [-0.1389, 0.1049, -0.0023], [-0.0263, -0.1803, -0.1909], [-0.0851, 0.0574, -0.0077], [0.1959, -0.1670, 0.2253], [-0.1433, -0.0655, -0.0155], [0.1978, 0.1386, 0.2485], [-0.0865, -0.0627, -0.0134], [-0.0230, 0.1923, -0.1611], [0.0385, -0.3571, 0.2050], [-0.1261, 0.2670, -0.3666], [0.2010, 0.1896, 0.0846], [-0.1087, -0.0111, 0.1097], [0.0338, 0.3246, 0.2335], [0.2024, -0.1989, 0.0605], [-0.1235, -0.2177, -0.3896], [-0.1090, -0.0029, 0.1118], [-0.0804, 0.2517, -0.1202], [-0.0796, -0.2340, -0.1504], [0.0603, 0.0376, 0.0509], [0.0543, -0.0598, 0.0571], [8.5180, 0.2674, -4.2677], [0.5390, -0.0886, -0.1871], [-0.5970, 0.1613, 0.1965], [-0.1908, 0.1174, -1.7741], [-0.3996, -0.0768, 1.2501], [0.3512, 0.8082, 0.5994], [0.3525, -0.8811, 0.4903]],
  "nbo_charge": [1.4956, 1.0825, 1.0702, -0.8619, -0.7429, 0.2951, 0.2789, -0.2277, 0.1701, 0.2562, -0.2175, 0.2553, 0.1693, -0.7437, 0.2804, 0.2949, -0.5048, -0.6116, 0.2757, 0.1646, 0.2472, -0.5438, -0.6085, 0.2763, 0.2345, 0.1863, -0.5501, -0.6081, 0.2761, 0.1861, 0.2343, -0.5076, -0.6117, 0.2757, 0.2473, 0.1646, 0.5035, -0.6169, 0.2343, 0.2269, 0.2703, -0.6165, 0.2700, 0.2263, 0.2340, -0.6248, 0.2736, 0.2362, 0.2324, -0.6244, 0.2362, 0.2737, 0.2325, 0.2225, 0.2225, 0.2499, 0.2527, -0.2865, 0.0643, -0.0229, -1.0248, 0.4312, 0.4231, 0.4231],
  "e_lumo_ha": -0.436,
  "e_above_lowest_kj_mol": 199.6,
  "charge": 3,
  "molar_mass_g_mol": 470.19,
  "homo_lumo_gap_ha": 0.2482
}



{
  "formula": "C17H41N3O5",
  "method": "ωB97M-V with the def2-TZVPD basis set",
  "species": ["O", "C", "O", "N", "C", "O", "C", "O", "C", "C", "O", "H", "H", "H", "H", "H", "H", "H", "H", "H", "H", "H", "C", "C", "N", "C", "C", "C", "C", "H", "H", "H", "H", "H", "H", "H", "H", "H", "H", "H", "H", "H", "H", "H", "C", "C", "N", "C", "C", "C", "C", "H", "H", "H", "H", "H", "H", "H", "H", "H", "H", "H", "H", "H", "H", "H"],
  "positions_angstrom": [[5.48751, -4.73947, 4.84703], [5.29416, -4.70952, 3.65257], [4.77795, -5.75102, 2.92893], [5.62868, -3.65580, 2.82236], [5.57528, -2.31818, 3.34999], [4.25975, -1.79581, 3.28378], [3.76256, -1.24378, 4.49874], [2.41220, -1.50411, 4.69629], [2.06960, -2.86158, 4.98549], [1.41525, -3.57360, 3.81204], [2.32319, -4.33155, 3.02460], [3.81318, -5.65847, 2.87796], [5.19651, -3.77659, 1.91860], [6.25391, -1.68454, 2.77030], [5.92777, -2.34790, 4.38535], [4.35414, -1.61965, 5.34607], [3.84642, -0.15233, 4.44595], [2.94962, -3.42074, 5.32916], [1.35517, -2.82383, 5.81568], [0.64287, -4.25457, 4.18438], [0.90793, -2.80706, 3.21443], [2.74556, -3.72317, 2.40890], [-0.46007, -0.54117, 1.55135], [-0.47772, -1.65287, 0.51330], [-1.81329, -2.13049, 0.20599], [-1.82201, -3.36126, -0.56437], [-1.24914, -3.33135, -1.98701], [-2.76356, -1.11182, -0.20696], [-2.41890, -0.26365, -1.43862], [-0.97156, -0.85378, 2.46299], [0.57188, -0.29516, 1.80685], [-0.93178, 0.37168, 1.18711], [0.08186, -2.50796, 0.90578], [0.07323, -1.31029, -0.37808], [-2.85268, -3.72404, -0.60204], [-1.26608, -4.10500, 0.01518], [-1.92041, -2.83940, -2.68976], [-1.10050, -4.35263, -2.34233], [-0.28278, -2.82736, -2.02718], [-2.92056, -0.43788, 0.63794], [-3.72717, -1.60351, -0.36050], [-1.37780, 0.06418, -1.43096], [-3.04291, 0.63143, -1.45247], [-2.60011, -0.79677, -2.37110], [-2.72194, 6.73720, -1.99095], [-1.95346, 5.45288, -2.26105], [-2.72852, 4.46504, -2.99072], [-2.11297, 3.15095, -3.01110], [-0.77484, 2.98447, -3.74280], [-3.30379, 4.91828, -4.24555], [-2.35032, 5.45234, -5.32357], [-3.65784, 6.52617, -1.47230], [-2.12281, 7.39794, -1.36341], [-2.95132, 7.28105, -2.90760], [-1.68268, 5.00077, -1.30290], [-1.00417, 5.70845, -2.75949], [-2.83560, 2.44491, -3.42971], [-1.97161, 2.84687, -1.96941], [-0.89589, 2.98291, -4.82534], [-0.32558, 2.02806, -3.46730], [-0.06444, 3.76838, -3.47814], [-4.03298, 5.69844, -4.01717], [-3.88941, 4.09107, -4.65428], [-1.59625, 6.11915, -4.90277], [-2.91483, 6.02366, -6.06276], [-1.83591, 4.65340, -5.85542]],
  "atomic_forces_ev_per_a": [[-0.2278, 0.0957, -0.9204], [-0.0212, -0.0354, 0.6803], [0.2868, -0.1650, 0.0602], [-0.5347, -0.0538, 0.2283], [0.4979, 0.0373, 0.0487], [-0.2278, -0.2142, 0.2413], [-0.1055, 0.3759, 0.1997], [0.2733, -0.1506, -0.4117], [-0.0056, -0.0465, 0.3486], [-0.2535, 0.2863, 0.3299], [0.0155, 0.0067, -0.3566], [-0.0922, 0.0813, 0.2643], [0.2939, 0.1544, -0.2058], [-0.2017, -0.0238, -0.0132], [-0.0063, -0.0993, -0.1449], [0.0125, -0.0878, -0.1389], [-0.0681, -0.1469, 0.0458], [-0.0633, 0.0211, -0.0821], [0.0645, 0.0658, -0.1146], [0.2670, -0.0701, -0.0942], [0.0280, -0.1499, -0.0650], [0.0319, 0.1437, 0.0697], [0.0749, -0.0391, 0.0259], [0.0258, 0.0657, -0.0009], [0.0312, -0.0128, -0.0040], [-0.0197, -0.1305, 0.0101], [-0.0386, -0.0322, -0.0139], [-0.0772, 0.1186, 0.0249], [-0.1026, -0.0137, -0.0226], [-0.0401, 0.0113, -0.0107], [-0.0011, 0.0008, 0.0205], [-0.0039, 0.0013, -0.0088], [0.0047, -0.0276, -0.0424], [-0.0052, -0.0031, 0.0063], [-0.0139, 0.0274, -0.0053], [0.0340, 0.0332, 0.0132], [0.0195, 0.0421, 0.0121], [-0.0033, -0.0064, 0.0019], [0.0051, 0.0033, 0.0128], [0.0468, -0.0065, 0.0210], [0.0232, -0.0457, -0.0375], [0.0025, 0.0035, 0.0255], [-0.0074, -0.0010, 0.0045], [0.0772, -0.0159, -0.0054], [0.0164, 0.0059, 0.0307], [0.0127, 0.0557, -0.0093], [0.0228, 0.0027, -0.0064], [0.0293, -0.1327, 0.0624], [-0.0173, -0.0540, -0.0214], [-0.0893, 0.0608, -0.0859], [-0.0417, -0.0278, -0.0322], [-0.0176, -0.0125, -0.0247], [-0.0034, -0.0009, 0.0107], [0.0051, 0.0013, -0.0092], [0.0287, -0.0298, -0.0140], [-0.0097, -0.0026, -0.0002], [-0.0258, 0.0315, -0.0225], [0.0079, 0.0573, 0.0173], [0.0042, 0.0512, -0.0006], [-0.0051, -0.0054, 0.0046], [-0.0042, 0.0078, 0.0110], [0.0220, 0.0171, 0.0390], [0.0374, -0.0354, 0.0032], [-0.0109, 0.0128, 0.0126], [-0.0055, -0.0052, -0.0035], [0.0486, 0.0048, 0.0413]],
  "nbo_charge": [-0.6031, 0.8988, -0.7463, -0.6497, 0.0817, -0.5758, 0.2374, -0.5280, -0.1110, -0.0930, -0.7503, 0.5203, 0.3896, 0.1781, 0.1997, 0.1433, 0.1661, 0.1974, 0.1927, 0.1880, 0.1864, 0.4795, -0.6218, -0.2120, -0.4517, -0.2051, -0.6359, -0.2163, -0.6415, 0.2105, 0.2153, 0.2045, 0.1881, 0.1577, 0.1920, 0.1881, 0.2013, 0.2121, 0.2031, 0.1923, 0.1964, 0.2019, 0.2145, 0.2035, -0.6163, -0.2125, -0.4516, -0.2045, -0.6366, -0.2156, -0.6388, 0.2112, 0.2123, 0.2017, 0.1944, 0.1567, 0.1915, 0.1880, 0.2011, 0.2106, 0.2045, 0.1919, 0.1951, 0.2036, 0.2115, 0.2028],
  "smiles": "O=C(O)NCOCOCCO.CCN(CC)CC.CCN(CC)CC",
  "e_lumo_ha": 0.019,
  "e_above_lowest_kj_mol": 0.0,
  "charge": 0,
  "molar_mass_g_mol": 367.53,
  "homo_lumo_gap_ha": 0.3193
}



Calculated DFT total energy in order - -29459.1379, -47701.0940, -33000.8248 eV